No. 1
Density functional theory data (ωB97M-V/def2-TZVPD) for a cluster of 8 separate species, C48H46FIN9O15 in total in a non-equilibrium geometry.

Values from the calculation:
Maximum force (eV/Å): 3.3
HOMO-LUMO gap (eV): 8.2
Highest occupied orbital energy (eV): -11.5
Charge: +1

XYZ file:
```
120
Properties=species:S:1:pos:R:3:forces:R:3
O -3.8141 -0.0919 0.2091 1.0 -1.7 -2.1
C -3.4797 -0.7622 -0.7565 -1.1 1.9 2.5
F -3.2123 -2.0684 -0.6056 -0.1 0.4 -0.6
C -3.3069 -0.1926 -2.1337 -0.2 -0.2 0.3
C -1.8643 0.1883 -2.4378 -0.2 -0.7 -0.8
C -1.0058 -1.0676 -2.7223 0.0 -0.1 0.8
N 0.2314 -1.1723 -1.9782 -0.2 0.4 0.1
C 0.9907 0.0508 -1.9192 -0.1 -0.1 0.0
C 0.2015 1.2992 -1.4565 0.7 -0.1 0.6
I 0.8467 1.8862 0.5139 -0.2 0.1 -0.2
N -1.2900 1.0755 -1.3730 0.2 0.3 -0.3
H -3.9427 0.6804 -2.1945 -0.2 0.2 0.1
H -3.6515 -0.9102 -2.8703 0.2 -0.1 -0.3
H -1.9167 0.7718 -3.3475 0.2 0.4 -0.1
H -0.8527 -1.1174 -3.7893 0.3 0.0 -0.3
H -1.6047 -1.9228 -2.4498 -0.1 -0.4 -0.1
H 0.0631 -1.5389 -1.0525 0.1 -0.1 0.1
H 1.4347 0.2636 -2.8854 -0.1 0.0 -0.3
H 1.8108 -0.0980 -1.2364 0.3 0.0 0.1
H 0.3898 2.1332 -2.1156 -0.2 0.3 -0.1
H -1.7190 1.9921 -1.4939 -0.1 0.1 0.3
H -1.5329 0.7912 -0.4184 -0.1 -0.3 0.0
C -1.9424 -3.4109 -9.5390 0.0 0.0 0.0
C -2.0912 -2.0501 -9.3044 0.0 -0.1 0.0
C -2.3258 -1.5892 -8.0210 0.0 0.2 -0.1
C -2.4050 -2.5072 -6.9872 0.0 0.0 -0.2
C -2.2681 -3.8684 -7.2043 0.0 -0.2 0.1
C -2.0354 -4.3173 -8.4909 0.0 0.1 -0.1
N -2.6249 -2.0282 -5.6259 0.0 0.0 -0.1
O -2.7566 -0.8260 -5.4460 0.0 0.1 0.1
O -2.6562 -2.8420 -4.7226 0.0 0.0 0.1
H -1.7501 -3.7665 -10.5417 0.0 0.0 0.0
H -2.0193 -1.3478 -10.1224 0.0 0.0 0.0
H -2.4402 -0.5319 -7.8358 0.0 0.0 0.1
H -2.3360 -4.5716 -6.3874 0.0 0.1 0.1
H -1.9191 -5.3752 -8.6775 0.0 0.0 0.0
C 2.1861 -5.6846 -4.0541 0.0 0.0 0.0
C 3.1324 -6.2959 -4.8653 -0.1 0.1 0.1
C 3.1092 -6.0920 -6.2359 0.2 -0.1 0.0
C 2.1352 -5.2719 -6.7727 0.0 0.0 0.2
C 1.1811 -4.6594 -5.9812 -0.2 0.1 0.1
C 1.2091 -4.8700 -4.6125 0.1 -0.1 0.0
N 2.1173 -5.0339 -8.2252 0.0 0.0 0.0
O 2.9509 -5.5953 -8.8987 0.0 0.0 -0.1
O 1.2634 -4.2835 -8.6572 -0.1 0.1 0.0
H 2.2104 -5.8429 -2.9841 0.0 0.0 0.0
H 3.8911 -6.9307 -4.4299 0.0 0.0 0.0
H 3.8433 -6.5662 -6.8698 0.0 0.1 -0.1
H 0.4255 -4.0250 -6.4206 0.1 0.0 -0.1
H 0.4702 -4.3964 -3.9799 0.0 0.0 0.0
C -3.3275 -2.0741 3.3850 0.0 0.0 0.0
C -2.9148 -2.1898 4.7059 -0.1 0.0 -0.1
C -1.6986 -2.7854 5.0054 0.0 0.0 0.2
C -0.9136 -3.2534 3.9689 -0.2 0.1 0.0
C -1.3123 -3.1535 2.6507 0.0 0.0 -0.3
C -2.5265 -2.5598 2.3582 0.0 0.1 0.1
N 0.3884 -3.8633 4.2633 0.1 0.0 0.0
O 0.7203 -3.9589 5.4232 0.0 0.0 0.1
O 1.0603 -4.2268 3.3156 0.1 0.0 0.0
H -4.2740 -1.6031 3.1541 0.0 0.0 0.0
H -3.5390 -1.8133 5.5049 0.0 0.0 0.0
H -1.3752 -2.8761 6.0318 0.1 -0.1 0.0
H -0.6852 -3.5309 1.8564 0.1 -0.1 0.1
H -2.8377 -2.4726 1.3285 0.0 -0.1 0.3
C 5.2958 7.0999 2.1193 0.0 -0.1 0.0
C 4.4027 7.3681 1.0880 0.1 -0.1 0.2
C 4.0021 6.3515 0.2375 -0.1 0.1 -0.1
C 4.5039 5.0768 0.4375 0.1 0.2 0.2
C 5.3985 4.7938 1.4565 0.1 -0.2 0.1
C 5.7949 5.8162 2.3012 0.0 0.1 0.0
N 4.0743 3.9869 -0.4443 0.1 0.1 0.0
O 3.3009 4.2497 -1.3489 -0.1 -0.1 0.0
O 4.5093 2.8752 -0.2208 -0.1 -0.2 0.0
H 5.6038 7.8959 2.7840 0.0 0.0 0.0
H 4.0181 8.3672 0.9463 0.1 -0.1 0.0
H 3.3106 6.5577 -0.5664 0.0 -0.1 0.0
H 5.7857 3.7954 1.5976 0.0 0.0 -0.1
H 6.4918 5.6096 3.1016 0.0 -0.1 0.0
C 3.7129 -1.2195 3.7218 0.0 0.1 0.1
C 3.7400 -0.6556 4.9923 0.0 0.0 -0.2
C 4.5638 0.4273 5.2552 -0.1 0.0 0.2
C 5.3510 0.9310 4.2364 -0.1 -0.2 0.0
C 5.3500 0.3730 2.9728 0.1 0.0 -0.3
C 4.5231 -0.7091 2.7169 -0.1 0.0 0.1
N 6.2029 2.1026 4.4977 0.0 0.0 0.0
O 6.1978 2.5640 5.6171 0.0 0.0 0.1
O 6.8490 2.5468 3.5679 0.0 0.0 -0.1
H 3.0601 -2.0570 3.5187 0.0 -0.1 0.0
H 3.1134 -1.0566 5.7764 0.0 0.0 0.0
H 4.5831 0.8706 6.2395 0.1 0.1 0.0
H 5.9773 0.7747 2.1910 0.0 0.1 0.1
H 4.5086 -1.1480 1.7286 0.0 0.0 0.0
C -7.2629 -6.9578 5.8105 0.0 0.0 0.0
C -7.9600 -5.7637 5.9398 0.1 -0.1 0.0
C -7.3809 -4.6891 6.5945 -0.2 0.1 -0.1
C -6.1049 -4.8285 7.1082 -0.1 -0.2 -0.1
C -5.3983 -6.0114 6.9945 0.2 -0.1 0.0
C -5.9855 -7.0820 6.3405 -0.1 0.0 -0.1
N -5.4774 -3.6835 7.7857 0.0 0.0 0.0
O -6.1254 -2.6625 7.8870 0.0 0.1 0.0
O -4.3444 -3.8248 8.1991 0.1 0.0 0.0
H -7.7166 -7.7939 5.2953 0.0 0.0 0.0
H -8.9554 -5.6694 5.5290 0.0 0.0 0.0
H -7.9202 -3.7596 6.6984 0.1 0.1 0.1
H -4.4047 -6.1036 7.4065 0.0 0.1 0.0
H -5.4456 -8.0132 6.2423 0.0 0.0 0.0
C -1.0103 10.3317 1.9354 0.0 0.0 0.0
C -0.0888 9.2970 1.8445 -0.1 0.1 0.0
C 1.0741 9.4651 1.1111 0.1 -0.2 0.0
C 1.2985 10.6753 0.4806 -0.2 0.0 0.1
C 0.3890 11.7137 0.5551 -0.1 0.2 0.0
C -0.7729 11.5365 1.2881 0.0 -0.1 0.0
N 2.5420 10.8751 -0.2817 0.0 0.0 0.0
O 3.3262 9.9448 -0.3520 -0.1 0.0 0.0
O 2.7167 11.9563 -0.7929 0.0 0.1 -0.1
H -1.9150 10.1994 2.5136 0.0 0.0 0.0
H -0.2749 8.3589 2.3488 0.0 0.0 0.0
H 1.7905 8.6610 1.0403 0.1 0.1 -0.1
H 0.5784 12.6507 0.0536 0.1 0.0 0.0
H -1.4918 12.3406 1.3577 0.0 0.0 0.0
```
Forces are in eV/Å.

Atom charges from the Löwdin analysis, given in e for atoms 1 to 99: O 0.15; C -0.41; F 0.12; C -0.04; C -0.22; C -0.15; N -0.02; C -0.25; C -0.62; I 0.98; N 0.05; H 0.14; H 0.13; H 0.15; H 0.11; H 0.11; H 0.12; H 0.13; H 0.08; H 0.09; H 0.18; H 0.11; C -0.05; C -0.05; C 0.00; C -0.15; C -0.01; C -0.06; N -0.33; O 0.05; O 0.07; H 0.12; H 0.11; H 0.12; H 0.12; H 0.12; C -0.07; C -0.06; C 0.00; C -0.14; C -0.01; C -0.07; N -0.35; O 0.10; O 0.07; H 0.11; H 0.11; H 0.12; H 0.10; H 0.10; C -0.06; C -0.05; C 0.01; C -0.15; C -0.01; C -0.07; N -0.36; O 0.09; O 0.06; H 0.11; H 0.11; H 0.12; H 0.11; H 0.07; C -0.05; C -0.06; C 0.00; C -0.15; C 0.00; C -0.05; N -0.36; O 0.04; O 0.04; H 0.11; H 0.07; H 0.12; H 0.10; H 0.11; C -0.07; C -0.06; C 0.00; C -0.15; C 0.00; C -0.07; N -0.35; O 0.09; O 0.06; H 0.10; H 0.11; H 0.12; H 0.12; H 0.11; C -0.07; C -0.06; C 0.00; C -0.15; C 0.00; C -0.06; N -0.36

No. 2
Density functional theory data (ωB97M-V/def2-TZVPD) for a cluster of 2 separate species, C48H46N2O2 in total in a non-equilibrium geometry.

Values from the calculation:
Maximum force (eV/Å): 4.2
Structure (SMILES): COc1ccc(C=C2C=C(c3ccccc3)C(=O)C(c3ccccc3)=C2)cc1.C=C1N(c2c(C)cc(C)cc2C)C=CN1c1c(C)cc(C)cc1C
Relative energy (zero: lowest compared OMol25 entry of this formula, charge and spin) (kJ/mol): 0.0
HOMO-LUMO gap (eV): 5.5
Highest occupied orbital energy (eV): -6.5
Charge: 0

XYZ file:
```
98
Properties=species:S:1:pos:R:3:forces:R:3
C 5.7040 -1.1412 2.7623 0.3 -0.1 0.0
C 4.3605 -0.5529 3.0791 -0.3 0.0 0.0
C 4.1524 0.8251 3.0167 -0.1 -0.2 0.1
C 2.8989 1.3869 3.2593 0.0 -0.6 -0.2
C 2.7402 2.8643 3.1182 0.0 0.6 -0.1
C 1.8283 0.5392 3.5930 0.2 0.3 0.1
N 0.5251 1.0930 3.7806 0.5 -0.4 -0.1
C -0.6038 0.6508 3.1203 -0.2 -0.9 -1.2
C -0.6585 -0.1896 2.0510 -0.2 0.7 1.4
N -1.6764 1.2548 3.7437 -0.4 -0.2 -0.3
C -3.0212 0.8370 3.5189 -0.2 -0.1 -0.1
C -3.6306 -0.0228 4.4381 -0.3 0.0 -0.5
C -2.8982 -0.4510 5.6641 0.0 -0.4 0.6
C -4.9202 -0.4890 4.1640 0.3 0.5 -0.1
C -5.6117 -0.0756 3.0191 0.4 0.2 0.0
C -7.0253 -0.5324 2.8132 -0.3 -0.1 -0.1
C -4.9716 0.7726 2.1047 0.1 -0.1 0.4
C -3.6715 1.2317 2.3487 -0.1 0.0 0.2
C -2.9869 2.1727 1.4062 -0.2 0.3 -0.4
C -1.2115 2.0518 4.7643 0.6 0.7 0.5
C 0.1370 2.0005 4.7506 -0.6 0.2 1.0
C 2.0345 -0.8407 3.7673 0.3 0.1 -0.1
C 0.9668 -1.7354 4.3203 0.0 -0.7 0.1
C 3.2920 -1.3743 3.4537 0.0 0.3 0.0
H 5.6383 -2.2318 2.7050 0.1 0.2 -0.1
H 6.0908 -0.7595 1.8093 -0.1 -0.1 0.2
H 6.4485 -0.8949 3.5326 -0.2 0.0 -0.1
H 4.9875 1.4841 2.7591 -0.3 -0.2 0.0
H 1.7044 3.1874 3.2337 0.2 0.0 -0.1
H 3.3526 3.3815 3.8712 -0.2 -0.1 -0.2
H 3.0932 3.1968 2.1320 -0.1 -0.1 0.2
H -1.6278 -0.3272 1.5979 0.2 -0.5 -0.2
H 0.2358 -0.7513 1.8688 -0.4 0.1 -0.4
H -3.5395 -1.1246 6.2407 0.1 0.1 0.0
H -1.9731 -0.9989 5.4329 -0.2 0.2 -0.1
H -2.6372 0.3904 6.3202 0.0 -0.2 -0.2
H -5.3968 -1.1686 4.8708 0.1 0.2 -0.1
H -7.4664 -0.0710 1.9253 0.0 -0.1 0.1
H -7.0759 -1.6208 2.6954 0.0 0.1 0.0
H -7.6488 -0.2783 3.6787 0.1 0.0 -0.2
H -5.4865 1.1032 1.1967 0.1 -0.1 0.3
H -3.7059 2.4846 0.6407 0.2 0.0 0.0
H -2.6320 3.0750 1.9246 0.0 -0.3 -0.1
H -2.1277 1.7139 0.8987 -0.1 0.1 0.2
H -1.8913 2.5911 5.4031 0.1 0.1 -0.1
H 0.8578 2.5080 5.3673 -0.1 -0.1 0.1
H 1.4033 -2.7202 4.5370 -0.1 0.3 0.1
H 0.5365 -1.3463 5.2539 0.1 0.0 -0.3
H 0.1516 -1.9147 3.6110 0.0 0.2 0.2
H 3.4509 -2.4557 3.5175 -0.1 0.3 0.1
C -0.6643 4.2892 -2.2719 0.6 -0.3 0.4
O 0.5559 3.8632 -1.6122 -0.4 0.1 -0.4
C 0.7059 2.5504 -1.2977 -0.3 -0.8 0.2
C 1.8807 2.1848 -0.5915 -0.7 0.6 -0.6
C 2.0653 0.8873 -0.1791 -0.5 -0.9 0.1
C 1.0740 -0.1104 -0.3950 -0.9 1.8 -0.4
C 1.2582 -1.4294 0.1463 1.8 -3.3 -2.0
C 1.2330 -2.6060 -0.6522 0.1 2.1 1.7
C 1.9081 -3.8077 -0.2434 0.4 -1.1 -0.5
C 2.1644 -4.8475 -1.1139 -0.4 1.1 0.6
C 3.0145 -6.0020 -0.7484 0.6 -0.7 0.6
C 3.3748 -6.2620 0.6009 -0.1 -0.2 -0.4
C 4.0715 -7.4258 0.9488 -0.1 0.2 -0.3
C 4.4514 -8.3551 -0.0315 -0.2 0.3 -0.1
C 4.1715 -8.0755 -1.3734 0.1 0.2 0.7
C 3.4954 -6.9074 -1.7158 0.0 -0.1 -0.1
C 1.5680 -4.7807 -2.4810 0.5 -0.9 -1.1
O 1.8942 -5.5793 -3.3849 -0.7 1.2 1.4
C 0.6317 -3.6759 -2.7827 0.2 1.0 1.1
C -0.2357 -3.6946 -3.9687 -0.6 0.1 -0.7
C -1.3702 -2.8447 -4.0028 0.3 -0.3 -0.1
C -2.2502 -2.8711 -5.0821 0.2 -0.1 0.0
C -2.0374 -3.7552 -6.1501 0.3 0.0 0.2
C -0.9167 -4.5951 -6.1355 -0.4 0.4 0.3
C -0.0348 -4.5649 -5.0572 0.0 0.1 0.0
C 0.6527 -2.5829 -1.9447 -0.4 -0.8 -1.8
C -0.1026 0.2801 -1.0875 0.7 -0.4 0.3
C -0.2616 1.5597 -1.5937 0.4 0.8 0.1
H -0.5158 5.3554 -2.4411 -0.1 -0.2 0.0
H -0.8053 3.7667 -3.2273 0.1 0.1 0.2
H -1.5382 4.1285 -1.6231 0.2 0.0 -0.1
H 2.6241 2.9519 -0.3875 -0.1 -0.1 -0.1
H 2.9862 0.6064 0.3347 -0.3 0.1 0.0
H 1.8213 -1.5507 1.0753 -0.2 0.2 -0.1
H 2.3211 -3.8341 0.7613 0.0 0.1 -0.1
H 3.0966 -5.5512 1.3853 0.0 -0.4 -0.2
H 4.3100 -7.6102 1.9984 -0.1 0.0 -0.3
H 4.9555 -9.2802 0.2507 -0.1 0.3 -0.1
H 4.4651 -8.7631 -2.1644 0.0 0.1 0.2
H 3.3048 -6.7104 -2.7633 0.1 -0.1 0.4
H -1.5770 -2.1878 -3.1494 0.0 -0.3 -0.4
H -3.1111 -2.2002 -5.0776 0.2 -0.3 -0.1
H -2.7425 -3.7922 -6.9803 0.2 0.0 0.2
H -0.7175 -5.2848 -6.9550 -0.1 0.2 0.2
H 0.8161 -5.2363 -5.0385 -0.3 0.3 -0.1
H 0.2281 -1.6468 -2.2988 0.0 -0.4 0.1
H -0.9292 -0.4262 -1.1959 0.3 0.2 0.0
H -1.1444 1.7997 -2.1943 0.3 -0.1 0.4
```
Forces are in eV/Å.

Electronic structure analysis, Löwdin charges in units of e: C -0.05; C -0.27; C -0.02; C -0.20; C -0.03; C -0.11; N 0.02; C -0.28; C 0.04; N 0.01; C -0.15; C -0.19; C -0.03; C 0.00; C -0.26; C -0.06; C 0.00; C -0.20; C -0.03; C -0.06; C -0.05; C -0.20; C -0.04; C -0.01; H 0.07; H 0.08; H 0.09; H 0.13; H 0.07; H 0.09; H 0.08; H 0.06; H 0.01; H 0.08; H 0.08; H 0.08; H 0.12; H 0.07; H 0.08; H 0.08; H 0.12; H 0.08; H 0.09; H 0.06; H 0.13; H 0.12; H 0.08; H 0.09; H 0.07; H 0.12; C -0.06; O -0.09; C -0.26; C 0.00; C -0.01; C -0.24; C 0.03; C -0.17; C 0.04; C -0.06; C -0.15; C -0.04; C -0.09; C -0.10; C -0.08; C -0.02; C -0.24; O 0.02; C -0.06; C -0.15; C -0.03; C -0.09; C -0.09; C -0.08; C -0.02; C 0.03; C -0.05; C -0.01; H 0.09; H 0.09; H 0.09; H 0.11; H 0.12; H 0.10; H 0.10; H 0.10; H 0.10; H 0.10; H 0.10; H 0.09; H 0.10; H 0.10; H 0.10; H 0.10; H 0.10; H 0.09; H 0.12; H 0.11